Entry 1:
{"formula": "C20H56Cl6O24P6", "method": "wB97M-V/def2-TZVPD", "symbols": ["C", "O", "P", "O", "O", "C", "O", "C", "H", "H", "H", "H", "H", "H", "H", "H", "H", "C", "O", "P", "O", "O", "C", "O", "C", "H", "H", "H", "H", "H", "H", "H", "H", "H", "C", "O", "P", "O", "O", "C", "O", "C", "H", "H", "H", "H", "H", "H", "H", "H", "H", "C", "O", "P", "O", "O", "C", "O", "C", "H", "H", "H", "H", "H", "H", "H", "H", "H", "C", "O", "P", "O", "O", "C", "O", "C", "H", "H", "H", "H", "H", "H", "H", "H", "H", "C", "O", "P", "O", "O", "C", "O", "C", "H", "H", "H", "H", "H", "H", "H", "H", "H", "C", "Cl", "Cl", "Cl", "H", "C", "Cl", "Cl", "Cl", "H"], "xyz": [[-0.906618, -0.576035, -4.668501], [-0.566978, -0.044915, -5.975131], [-1.483638, -0.345515, -7.294671], [-2.958348, -0.410045, -7.183661], [-0.965588, 0.824295, -8.355081], [0.353732, 1.366875, -8.537441], [-0.806508, -1.709865, -7.838591], [-1.105288, -2.978255, -7.280131], [-1.977658, -0.744085, -4.555641], [-0.626868, 0.007035, -3.791071], [-0.438798, -1.553465, -4.550721], [1.104832, 0.697135, -8.118641], [0.523772, 2.268165, -7.948481], [0.608462, 1.488415, -9.590261], [-1.747698, -3.659485, -7.838121], [-1.351988, -2.988655, -6.218471], [-0.177808, -3.514805, -7.480111], [3.639482, 2.827085, 1.611019], [4.588592, 3.858335, 1.826309], [4.034442, 5.382125, 2.124749], [2.995142, 5.910605, 1.226519], [5.393012, 6.292375, 2.078549], [6.011942, 6.651435, 0.911699], [3.616942, 5.355145, 3.718169], [4.571522, 5.057645, 4.780069], [3.828442, 2.090315, 2.391769], [3.893652, 2.361365, 0.658859], [2.588062, 3.083035, 1.480189], [6.318482, 7.677905, 1.112939], [5.324562, 6.632435, 0.065979], [6.848072, 6.011165, 0.630559], [4.118682, 4.704875, 5.706669], [5.113102, 5.969695, 5.030979], [5.264342, 4.267285, 4.491199], [-7.108128, -4.269815, -0.323391], [-6.584698, -3.623865, 0.884429], [-5.020828, -3.148215, 0.763559], [-4.081398, -4.300945, 0.713799], [-4.871138, -2.135675, 2.028669], [-5.791028, -1.192345, 2.369069], [-4.980598, -2.295135, -0.604901], [-3.911988, -1.383975, -0.897241], [-7.364688, -5.321095, -0.192701], [-6.447088, -4.305195, -1.189341], [-7.990008, -3.791915, -0.750021], [-6.566708, -1.072135, 1.612779], [-5.309208, -0.216405, 2.310059], [-6.111898, -1.321045, 3.402789], [-3.762418, -1.326325, -1.975391], [-3.009438, -1.692485, -0.369671], [-4.276998, -0.394615, -0.621501], [6.295072, -2.757215, 2.786049], [5.297182, -1.732915, 2.942359], [5.085782, -1.034275, 4.424399], [5.127562, -1.968525, 5.536389], [6.343762, 0.023575, 4.421889], [6.393112, 0.992675, 3.387129], [3.790492, -0.060395, 4.179249], [2.550062, -0.731395, 3.843259], [6.720232, -2.943935, 3.772189], [7.099432, -2.441205, 2.121799], [5.781532, -3.621085, 2.364009], [5.580982, 0.856455, 2.672989], [7.303832, 0.885695, 2.797859], [6.433912, 2.017705, 3.755559], [2.657252, -1.815065, 3.890989], [2.114742, -0.295855, 2.943869], [1.887842, -0.580955, 4.695859], [-1.217028, -4.132815, 2.230249], [-1.752198, -3.667425, 3.430639], [-0.760678, -2.884925, 4.467139], [0.630762, -3.437175, 4.675269], [-0.785698, -1.337495, 3.900969], [-1.979948, -0.589805, 3.580659], [-1.642008, -2.825965, 5.815299], [-2.118678, -4.035845, 6.487719], [-0.164968, -3.878625, 2.101179], [-1.735868, -3.734615, 1.358279], [-1.429358, -5.198815, 2.148549], [-1.873968, -0.053555, 2.637639], [-2.123868, 0.246805, 4.264379], [-2.914278, -1.148845, 3.529689], [-1.432678, -4.876565, 6.384329], [-3.120148, -4.317095, 6.162059], [-2.147268, -3.801705, 7.551889], [-1.636348, 2.196705, -1.861061], [-2.775858, 1.617155, -2.482631], [-4.205698, 2.359365, -2.647851], [-4.750578, 2.906415, -1.351981], [-3.973228, 3.498185, -3.731851], [-5.037348, 4.315295, -4.036991], [-5.136138, 1.237365, -3.358011], [-4.803448, 0.915635, -4.691941], [-1.802468, 3.219965, -1.524241], [-0.725428, 2.243555, -2.457831], [-1.401748, 1.649325, -0.948141], [-6.011248, 3.825795, -4.034451], [-4.938948, 4.773455, -5.021111], [-4.875328, 5.053435, -3.251491], [-4.009898, 1.488215, -5.172091], [-5.687178, 1.023525, -5.320811], [-4.579798, -0.150905, -4.715921], [5.902792, -1.310745, -0.730631], [4.426002, -0.884635, 0.086359], [7.321672, -0.549355, 0.130309], [5.891082, -0.699225, -2.380091], [6.055702, -2.389555, -0.700551], [0.971062, -0.468575, -0.132551], [-0.484958, -1.016575, 0.700099], [1.109902, 1.247775, 0.271069], [1.018902, -0.627765, -1.920501], [1.806402, -1.061065, 0.240619]], "forces_ev_per_a": [[-0.6, -0.9, -0.3], [-1.0, 0.3, 0.3], [1.0, 0.9, -1.2], [1.5, 0.3, 0.4], [-0.9, -1.6, 1.4], [0.9, -0.9, 1.0], [-0.9, 1.4, -0.2], [1.4, -1.3, -0.4], [-0.2, 0.2, -0.3], [0.3, 0.7, -0.8], [0.2, 0.0, -0.1], [0.0, -0.4, -0.1], [-0.6, 0.3, -0.3], [-0.6, 0.1, 0.1], [-1.0, 1.0, -0.2], [0.0, 0.2, -0.1], [0.4, -0.1, 0.8], [0.5, -1.1, -0.7], [-0.6, 2.4, 0.3], [1.1, 0.4, 1.0], [0.3, -0.9, 0.7], [-2.3, -2.6, 2.7], [0.4, 1.0, -1.8], [0.7, -0.2, -1.3], [0.4, 0.2, -0.4], [-0.6, 0.0, 0.1], [0.2, -0.1, -0.1], [0.2, 0.7, 0.7], [0.4, 0.0, -0.6], [-0.1, 0.2, 0.0], [0.2, 0.0, 0.4], [-0.8, 0.1, -0.4], [0.1, -0.1, -0.2], [0.1, 0.1, -0.3], [-0.3, -0.6, -0.9], [1.5, 0.4, -1.4], [-1.6, -0.4, -0.5], [0.1, 1.3, 0.8], [2.1, -3.5, -1.9], [-1.2, 2.8, 0.0], [-0.5, -0.7, 1.2], [-0.4, 0.5, 0.0], [0.1, 0.1, 0.9], [0.7, 0.4, 0.4], [-0.1, 0.5, 0.8], [-0.5, -0.5, 0.4], [0.3, 0.2, 0.3], [-0.5, -0.2, -0.3], [0.1, -0.5, 0.1], [0.1, 0.2, -0.2], [0.4, 0.1, 0.3], [-0.2, 0.1, 0.6], [-0.9, 0.9, 1.1], [1.8, 1.4, -2.4], [-0.4, 0.1, 0.2], [-1.7, -0.9, 0.7], [0.4, 0.3, -1.1], [1.1, -1.5, -0.2], [0.0, 0.0, 1.5], [0.1, -0.5, -0.2], [-0.2, 0.2, 0.0], [0.2, -0.1, 0.2], [-0.1, 0.2, 0.1], [0.2, -0.4, 0.2], [-0.4, -0.2, 0.4], [0.2, -0.1, -0.9], [0.2, -0.3, -0.1], [-0.2, 0.5, -0.1], [0.8, -0.3, -0.9], [1.1, 0.1, 0.7], [-0.9, 2.8, 2.1], [-2.1, 0.5, -1.0], [0.1, -2.8, 0.6], [-0.9, 1.1, 0.0], [0.8, -0.4, -2.0], [0.1, -0.2, 0.7], [0.0, -0.2, 0.2], [-0.9, 0.4, -0.1], [0.0, -0.2, 0.1], [0.5, -0.5, -0.2], [0.3, -0.4, 0.6], [0.3, -0.5, 0.2], [0.1, 0.1, -0.3], [0.1, 0.3, -0.3], [0.0, 0.2, -0.2], [0.2, 0.8, 1.1], [-0.8, 0.2, -1.0], [-0.7, 0.5, 2.4], [0.8, -1.4, -2.3], [2.1, -3.1, -0.3], [-0.9, 2.1, 0.2], [1.3, 1.8, 1.4], [-0.4, -1.3, -1.5], [-0.4, 0.1, -0.1], [-0.4, -0.4, -0.6], [-0.1, -0.3, -0.1], [0.0, -0.1, 0.4], [0.4, -0.1, 0.0], [-1.4, 0.7, -0.3], [0.1, 0.0, 0.5], [-0.1, 0.2, 0.1], [0.3, 0.1, -0.1], [1.2, 0.6, 0.1], [-0.4, 0.0, 0.2], [-0.7, -0.5, -0.4], [-0.1, -0.3, 0.0], [-0.1, 0.3, -0.1], [0.4, 0.5, -0.6], [-0.2, -0.6, -0.5], [0.5, -0.2, 0.0], [-0.3, -0.3, 1.0], [-0.1, 0.3, 0.0]], "relative_energy_kcal_mol": 0.0, "multiplicity": 2, "max_force_ha_per_bohr": 0.0878, "homo_lumo_gap_ha": [0.3629, 0.0831], "s_squared": 0.7612, "lumo_energy_ha": [-0.086, -0.366], "e_tot_ha": -7410.72404, "charge": 1, "homo_energy_ev": [-12.221, -12.220]}

Entry 2:
{"formula": "C40H33NO15P", "method": "wB97M-V/def2-TZVPD", "symbols": ["O", "P", "O", "O", "N", "C", "C", "C", "C", "H", "H", "H", "H", "H", "H", "H", "H", "H", "C", "C", "C", "O", "C", "C", "C", "O", "H", "H", "H", "H", "C", "C", "C", "O", "C", "C", "C", "O", "H", "H", "H", "H", "C", "C", "C", "O", "C", "C", "C", "O", "H", "H", "H", "H", "C", "C", "C", "O", "C", "C", "C", "O", "H", "H", "H", "H", "C", "C", "C", "O", "C", "C", "C", "O", "H", "H", "H", "H", "C", "C", "C", "O", "C", "C", "C", "O", "H", "H", "H", "H"], "xyz": [[3.067266, -1.998850, 4.471599], [2.844741, -0.741287, 3.793495], [3.164826, 0.538797, 4.650522], [3.443609, -0.459019, 2.368846], [1.157186, -0.592779, 3.376108], [0.230087, -1.092988, 4.129827], [-1.129946, -0.780964, 3.633383], [-0.832592, 0.419880, 2.718682], [0.536244, 0.070477, 2.166289], [2.606604, 1.316387, 4.616494], [4.357716, -0.156831, 2.344292], [0.489101, -1.656252, 5.026881], [-1.502739, -1.654061, 3.082292], [-1.816057, -0.573765, 4.454227], [-0.753379, 1.309950, 3.350237], [-1.564747, 0.606337, 1.939592], [1.150093, 0.882045, 1.786386], [0.466073, -0.710064, 1.408372], [-0.157298, 1.238386, -3.747454], [-0.409248, 0.353328, -2.783148], [-0.586048, 0.778719, -1.379930], [-0.803312, -0.035629, -0.493831], [-0.488994, 2.222463, -1.070924], [-0.223281, 3.113172, -2.022414], [-0.034982, 2.686258, -3.438784], [0.205891, 3.509286, -4.293652], [-0.030922, 0.942316, -4.781611], [-0.494911, -0.705585, -2.991251], [-0.641206, 2.512779, -0.037594], [-0.133805, 4.175340, -1.832249], [3.646325, -2.249959, 8.184605], [2.497397, -2.190054, 7.520474], [1.296848, -1.545486, 8.090520], [0.292917, -1.425857, 7.406087], [1.376074, -1.018889, 9.469657], [2.513708, -1.101066, 10.156299], [3.741257, -1.710258, 9.568049], [4.775273, -1.757825, 10.192837], [4.548048, -2.684218, 7.772544], [2.372723, -2.568265, 6.515928], [0.477320, -0.565915, 9.868200], [2.616749, -0.722396, 11.165248], [-2.235019, 7.236797, -2.426923], [-2.808950, 7.901269, -3.425472], [-2.016561, 8.373056, -4.593319], [-2.540385, 8.977256, -5.500952], [-0.561064, 8.072515, -4.600380], [0.010255, 7.407821, -3.600426], [-0.783288, 6.938823, -2.440776], [-0.260281, 6.321930, -1.530783], [-2.785174, 6.884099, -1.563729], [-3.865729, 8.135086, -3.447089], [-0.010473, 8.423672, -5.463601], [1.065384, 7.167900, -3.581035], [1.559005, -4.080078, -2.661320], [1.856351, -5.292274, -2.203154], [0.951201, -6.449224, -2.440406], [1.216635, -7.547856, -2.009038], [-0.289029, -6.200717, -3.221104], [-0.583880, -4.987550, -3.679883], [0.313288, -3.833786, -3.429388], [0.039562, -2.722944, -3.837746], [2.198282, -3.219511, -2.508519], [2.757503, -5.507201, -1.642809], [-0.924339, -7.061788, -3.385039], [-1.480005, -4.776203, -4.249320], [4.217029, 0.760905, -7.854228], [3.096410, 1.172253, -7.268463], [1.847248, 0.376079, -7.357766], [0.828997, 0.750009, -6.812317], [1.885656, -0.888013, -8.132822], [3.005965, -1.300411, -8.718843], [4.262723, -0.511993, -8.621613], [5.285699, -0.892682, -9.144453], [5.144397, 1.317721, -7.809371], [3.027964, 2.095015, -6.705925], [0.955894, -1.440114, -8.184880], [3.067936, -2.217869, -9.290219], [-5.903184, -2.324223, 4.494916], [-6.741968, -3.008730, 3.722098], [-6.714339, -2.870622, 2.242494], [-7.469055, -3.494288, 1.533556], [-5.717081, -1.930148, 1.659514], [-4.881200, -1.247301, 2.435891], [-4.904056, -1.398778, 3.911252], [-4.125765, -0.787552, 4.619494], [-5.899590, -2.405249, 5.574342], [-7.479623, -3.694382, 4.119039], [-5.726007, -1.841821, 0.580553], [-4.155440, -0.549530, 2.035507]], "forces_ev_per_a": [[0.2, -0.1, -0.1], [-0.2, 0.3, -0.1], [0.1, -0.4, 0.3], [-0.3, -0.2, 0.0], [-0.3, 0.1, 0.1], [0.3, -0.1, 0.0], [0.2, 0.4, 0.2], [-0.1, 0.1, 0.1], [0.1, -0.3, 0.0], [-0.1, 0.3, -0.1], [0.2, 0.0, 0.0], [-0.1, 0.0, 0.0], [0.0, 0.0, 0.0], [-0.1, -0.1, -0.1], [-0.1, 0.0, -0.1], [0.0, -0.2, 0.0], [0.0, 0.0, 0.2], [0.1, 0.1, -0.1], [0.0, 0.0, 0.0], [0.0, 0.0, -0.1], [0.0, -0.1, 0.0], [0.0, 0.1, 0.0], [0.0, 0.0, 0.0], [0.0, -0.1, 0.0], [0.0, 0.1, 0.0], [0.0, 0.0, 0.0], [0.0, 0.1, 0.0], [0.0, 0.0, 0.0], [0.0, 0.0, 0.0], [0.0, 0.0, 0.0], [0.0, 0.0, 0.1], [0.0, -0.1, -0.1], [0.1, 0.1, -0.1], [0.0, 0.1, -0.1], [0.0, 0.0, 0.0], [0.0, 0.0, 0.0], [0.0, 0.0, 0.0], [0.0, 0.0, 0.0], [0.0, 0.0, 0.0], [0.2, -0.1, 0.0], [0.0, 0.0, 0.0], [0.0, 0.0, 0.0], [0.0, 0.0, 0.0], [0.0, 0.0, 0.0], [0.0, 0.0, 0.0], [0.0, 0.0, 0.0], [0.0, 0.0, 0.0], [0.0, 0.0, 0.0], [0.0, 0.0, 0.0], [-0.1, 0.0, 0.0], [0.0, 0.0, 0.0], [0.0, 0.0, 0.0], [0.0, 0.0, 0.0], [0.0, 0.0, 0.0], [0.0, 0.0, 0.0], [0.0, 0.0, 0.0], [0.0, 0.0, 0.0], [0.0, 0.0, 0.0], [0.0, 0.0, 0.0], [0.0, 0.0, 0.0], [0.0, 0.0, 0.0], [0.0, 0.0, 0.0], [0.0, 0.0, 0.0], [0.0, 0.0, 0.0], [0.0, 0.0, 0.0], [0.0, 0.0, 0.0], [0.0, 0.0, 0.0], [0.0, 0.0, 0.0], [0.0, 0.0, 0.0], [0.0, -0.1, 0.0], [0.0, 0.0, 0.0], [0.0, 0.0, 0.0], [0.0, 0.0, 0.0], [0.0, 0.0, 0.0], [0.0, 0.0, 0.0], [0.0, 0.0, 0.0], [0.0, 0.0, 0.0], [0.0, 0.0, 0.0], [0.0, 0.0, 0.0], [0.0, 0.0, 0.0], [0.0, 0.0, 0.0], [0.0, 0.0, 0.0], [0.0, 0.0, 0.0], [0.0, 0.0, 0.0], [-0.1, 0.0, 0.0], [0.1, 0.0, -0.1], [0.0, 0.0, 0.0], [0.0, 0.0, 0.0], [0.0, 0.0, 0.0], [0.0, 0.0, 0.0]], "max_force_ha_per_bohr": 0.0093, "homo_lumo_gap_ha": 0.2859, "lumo_energy_ha": -0.146, "e_tot_ha": -3068.42769, "charge": 1, "homo_energy_ev": -11.740}